Molecular formula: C7H10
Method: DFT, ωB97M-V/def2-TZVPD

Output
HOMO = -8.415 eV
ΔE to the lowest compared entry with this formula, charge and spin = 506.85 kJ/mol
HOMO-LUMO gap = 8.9309 eV

Each line ends with the Mulliken charge.
Cartesian coordinates (Å):
C 1.395 -1.442 -0.165  -1.491
C 0.249 -0.558 0.231  1.089
C -1.190 -0.955 0.271  -0.870
C -0.740 0.124 -0.685  -0.458
C -0.547 1.488 0.093  0.465
C 0.397 0.721 1.058  -0.975
C 0.102 1.988 -1.097  -0.977
H 1.768 -2.027 0.683  0.325
H 1.099 -2.138 -0.958  0.333
H 2.215 -0.823 -0.547  0.349
H -1.811 -0.728 1.136  0.205
H -1.442 -1.886 -0.231  0.281
H -0.906 -0.003 -1.751  0.475
H -1.458 1.949 0.493  0.410
H 0.037 0.636 2.089  0.297
H 1.404 1.142 1.046  0.345
H -0.695 2.486 -1.690  0.195

Atoms 1-6, force components in eV/Å:
C 0.00 -0.03 -0.01
C 0.16 -0.09 0.01
C -0.11 -0.12 0.15
C -0.01 -0.09 -0.43
C 0.03 0.26 0.04
C 0.09 0.01 0.11